No. 1
This record from the OMol25 dataset describes a molecular structure, C20H21N4ORuS5Sb. The level of theory is ωB97M-V with the def2-TZVPD basis set.

XYZ file:
```
53
Properties=species:S:1:pos:R:3:lowdin_spin:R:1
Ru 0.083 -1.762 -0.082 1.48
C 3.543 -2.534 2.360 0.05
C 3.694 -1.308 3.005 0.00
C 2.735 -0.326 2.853 0.04
C 1.612 -0.533 2.037 0.02
C 1.500 -1.753 1.347 0.03
C 2.447 -2.752 1.539 0.00
C 0.546 0.435 1.857 0.17
C 0.363 1.558 2.658 0.02
C -0.760 2.344 2.535 0.21
C -1.804 1.913 1.649 0.02
C -3.029 2.583 1.563 0.05
C -4.052 2.127 0.750 0.04
C -3.862 0.957 0.023 0.05
C -2.658 0.274 0.087 0.05
C -1.594 0.741 0.871 0.03
N -0.378 0.081 0.891 0.20
H 4.284 -3.313 2.488 0.00
H 4.560 -1.124 3.630 0.00
H 2.847 0.612 3.386 0.00
H 2.334 -3.696 1.023 0.00
H 1.117 1.804 3.395 0.00
H -0.904 3.226 3.146 0.01
H -3.168 3.471 2.171 0.00
H -4.994 2.659 0.702 0.00
H -4.663 0.557 -0.588 0.00
H -2.550 -0.659 -0.447 0.00
S -0.619 -7.108 -1.747 0.81
Sb -1.217 -5.157 -0.501 0.17
S -1.279 -2.781 1.211 0.82
S 0.552 -3.609 -1.293 0.28
S -2.889 -4.902 -2.059 0.37
C -2.189 0.364 -3.665 0.00
C -1.554 -0.747 -2.876 0.00
N -1.906 -1.996 -3.154 0.01
O -0.723 -0.462 -1.999 0.03
H -2.946 0.012 -4.363 0.00
H -1.407 0.883 -4.219 0.00
H -2.634 1.067 -2.960 0.00
H -2.696 -2.198 -3.741 0.00
H -1.546 -2.775 -2.608 0.01
S 2.360 -0.912 -1.622 0.01
C 2.272 0.743 -1.304 0.01
N 1.323 1.586 -1.734 0.00
C 1.431 2.891 -1.088 0.00
C 2.781 2.798 -0.340 0.00
N 3.215 1.436 -0.631 0.01
H 0.426 1.160 -1.950 0.00
H 0.604 3.057 -0.400 0.00
H 1.436 3.687 -1.834 0.00
H 2.650 2.938 0.732 0.00
H 3.507 3.526 -0.706 0.00
H 3.800 0.916 0.003 0.00
```

- HOMO (alpha / beta): -2.6 / -4.6 eV
- Multiplicity: 6
- Expectation value of S²: 8.82
- LUMO level (alpha / beta): 2.41 / 1.23 eV
- Total charge: -1


No. 2
This record from the OMol25 dataset describes C20H21NO3 in the gas phase at a distorted geometry. The level of theory is ωB97M-V with the def2-TZVPD basis set.

XYZ file:
```
45
Properties=species:S:1:pos:R:3:mulliken_charge:R:1
C -3.310 -2.926 -0.279 -1.74
C -3.007 -1.443 -0.057 1.42
C -3.730 -0.598 -1.105 -1.61
C -3.428 -1.017 1.353 -1.69
N -1.574 -1.204 -0.231 -0.01
C -0.610 -1.802 0.497 0.32
O -0.802 -2.672 1.326 -0.67
C 0.782 -1.355 0.189 0.60
O 1.725 -1.925 0.984 -0.50
C 2.923 -1.480 0.577 0.10
C 4.169 -1.796 1.100 -1.24
C 5.266 -1.208 0.509 -0.39
C 5.131 -0.331 -0.571 -0.89
C 3.897 -0.016 -1.092 -0.23
C 2.769 -0.596 -0.510 0.64
C 1.357 -0.527 -0.745 0.66
C 0.729 0.312 -1.815 -0.85
O -0.359 1.110 -1.376 -0.47
C -0.139 2.098 -0.449 0.93
C -1.280 2.777 -0.024 -0.43
C -1.179 3.791 0.905 -0.62
C 0.058 4.143 1.423 -0.47
C 1.188 3.471 0.998 -0.78
C 1.100 2.450 0.065 -0.26
H -2.771 -3.525 0.448 0.38
H -4.375 -3.109 -0.169 0.46
H -3.003 -3.227 -1.278 0.38
H -4.803 -0.746 -1.028 0.46
H -3.413 -0.881 -2.107 0.37
H -3.517 0.459 -0.959 0.29
H -2.892 -1.611 2.088 0.40
H -4.495 -1.166 1.490 0.45
H -3.195 0.034 1.516 0.34
H -1.335 -0.387 -0.775 0.32
H 4.260 -2.476 1.932 0.48
H 6.254 -1.427 0.885 0.39
H 6.019 0.106 -1.004 0.40
H 3.807 0.660 -1.931 0.44
H 0.295 -0.325 -2.595 0.36
H 1.496 0.945 -2.276 0.38
H -2.235 2.496 -0.440 0.38
H -2.070 4.309 1.228 0.39
H 0.137 4.934 2.152 0.39
H 2.157 3.736 1.394 0.39
H 2.000 1.943 -0.242 0.33
```

- HOMO: -8.7 eV
- LUMO level: 0.36 eV
- SMILES: CC(C)(C)NC(=O)c1oc2ccccc2c1COc1ccccc1


No. 3
This record from the OMol25 dataset describes 2 unconnected molecules or ions with the total composition C20H21NO3 at a distorted geometry. The level of theory is ωB97M-V with the def2-TZVPD basis set.

XYZ file:
```
45
Properties=species:S:1:pos:R:3:mulliken_charge:R:1
C 4.421 2.655 3.814 -1.28
C 3.418 1.667 3.282 -0.07
O 2.350 2.336 2.590 -0.38
C 1.422 1.402 2.161 0.74
N 0.457 1.891 1.370 -0.48
C -0.876 1.754 1.519 0.59
C -1.637 3.064 1.540 -1.04
O -1.552 0.707 1.571 -0.65
O 1.648 0.217 2.487 -0.78
H 5.298 2.122 4.205 0.37
H 4.774 3.352 3.051 0.32
H 4.019 3.250 4.637 0.31
H 3.914 0.995 2.565 0.25
H 3.007 1.081 4.113 0.26
H -1.012 3.916 1.818 0.29
H -2.073 3.248 0.551 0.22
H -2.461 2.959 2.250 0.33
C -0.223 0.116 -2.307 -0.52
C -0.916 0.243 -3.552 0.88
C -0.560 1.255 -4.489 -0.40
C -1.278 1.431 -5.663 -0.53
C -2.366 0.594 -5.969 -0.34
C -2.702 -0.447 -5.087 -0.65
C -1.988 -0.631 -3.907 -0.42
C -0.387 -0.963 -1.445 -0.51
C -0.032 -1.006 -0.103 0.59
C -0.256 -2.164 0.722 0.61
C 0.034 -2.130 2.105 0.10
C -0.151 -3.234 2.924 -0.78
C -0.655 -4.432 2.389 -0.28
C -0.945 -4.502 1.024 -0.73
C -0.756 -3.392 0.199 -0.57
H 0.458 0.915 -2.004 0.43
H 0.318 1.873 -4.274 0.37
H -0.997 2.223 -6.360 0.36
H -2.941 0.746 -6.881 0.37
H -3.529 -1.112 -5.331 0.36
H -2.244 -1.463 -3.250 0.30
H -0.859 -1.848 -1.870 0.05
H 0.420 -0.126 0.355 0.22
H 0.428 -1.206 2.514 0.60
H 0.104 -3.156 3.977 0.42
H -0.796 -5.304 3.034 0.38
H -1.319 -5.425 0.586 0.37
H -0.977 -3.474 -0.859 0.30
```

- HOMO: -7.3 eV
- LUMO level: -2.63 eV


No. 4
This record from the OMol25 dataset describes a molecular structure, C20H22As2N2O13S2Sr at a distorted geometry. The level of theory is ωB97M-V with the def2-TZVPD basis set.

XYZ file:
```
62
Properties=species:S:1:pos:R:3:mulliken_charge:R:1
Sr 1.811 0.361 -1.350 1.76
C -3.454 -2.212 -0.346 -0.64
C -3.299 -2.392 1.134 0.31
C -4.253 -3.112 1.889 -0.36
C -3.990 -3.485 3.198 -0.54
C -2.773 -3.216 3.799 -0.30
C -1.804 -2.466 3.114 -0.41
C -2.102 -2.065 1.742 0.08
H -4.224 -1.449 -0.456 0.31
H -3.708 -3.166 -0.813 0.42
H -2.483 -1.860 -0.712 -0.26
H -5.239 -3.318 1.404 0.27
H -4.638 -4.155 3.770 0.27
H -2.604 -3.475 4.863 0.31
H -0.864 -2.119 3.643 0.24
H -1.399 -1.493 1.173 0.25
O 2.454 -1.362 0.733 -0.86
As 1.556 0.107 1.980 0.99
O 0.597 -0.558 3.106 -0.59
O 0.908 1.102 0.815 -0.13
C 3.515 0.334 2.614 -0.12
C 3.702 -0.268 3.859 -0.41
C 4.930 -0.477 4.468 -0.39
C 6.052 0.052 3.828 -0.49
C 5.877 0.618 2.577 -0.38
C 4.586 0.917 1.967 0.05
S 4.598 2.006 0.458 1.41
O 3.536 2.983 0.830 -0.71
O 5.987 2.342 0.348 -0.74
O 4.084 1.464 -0.857 -0.80
H 3.399 -1.516 0.969 0.22
H 2.810 -0.594 4.433 0.31
H 4.845 -1.072 5.417 0.31
H 7.072 0.230 4.197 0.31
H 6.777 0.845 2.013 0.38
O -2.052 2.844 -2.873 -0.70
As -1.631 1.409 -1.731 1.41
O -2.623 1.044 -0.428 -0.81
O 0.045 1.900 -2.058 -0.92
C -2.351 0.243 -3.133 0.09
C -3.611 0.533 -3.795 -0.51
C -4.153 -0.244 -4.800 -0.51
C -3.341 -1.234 -5.374 -0.45
C -2.088 -1.448 -4.855 -0.74
C -1.612 -0.819 -3.621 0.34
S -0.141 -1.576 -2.929 1.42
O -0.247 -1.655 -1.475 -0.57
O -0.102 -2.817 -3.679 -0.78
O 1.004 -0.653 -3.326 -0.96
H -1.547 3.642 -2.611 0.27
H -4.093 1.456 -3.472 0.36
H -5.178 -0.061 -5.087 0.38
H -3.588 -1.836 -6.277 0.28
H -1.413 -2.076 -5.420 0.43
N 1.618 4.325 -1.202 -0.16
C 0.446 4.414 -0.586 0.44
N 0.407 4.007 0.752 -0.33
O -0.540 5.029 -1.098 -0.79
H 2.452 4.056 -0.698 0.28
H 1.715 4.627 -2.161 0.19
H 0.791 3.057 0.905 0.06
H -0.431 4.301 1.226 0.24
```

- HOMO: -4.0 eV
- LUMO level: 4.15 eV
- Total charge: -2


For each record above, in turn, the calculated energy above the lowest of the compared OMol25 structures with the same formula, charge and spin values are 0.00 3.84 83.92 6.98 kcal/mol.